ORCA calculation (the ωB97M-V functional and the def2-TZVPD basis) on C17H13F5IrN3Se3 as an isolated structure.

The geometry in XYZ format:
```
42
Properties=species:S:1:pos:R:3:lowdin_charge:R:1
Ir 0.711 0.331 -0.942 0.92
Se -0.205 3.441 0.804 0.70
Se -1.580 1.768 1.652 0.72
C -0.203 0.546 2.176 -0.68
C -0.166 0.167 3.510 -0.10
C 0.840 -0.676 3.950 -0.03
C 1.797 -1.102 3.046 -0.03
C 1.688 -0.691 1.734 -0.15
N 0.699 0.104 1.288 -0.13
C -0.782 3.318 -1.021 -0.68
C -1.385 4.436 -1.575 -0.09
C -1.856 4.360 -2.877 -0.03
C -1.735 3.166 -3.562 -0.02
C -1.113 2.102 -2.934 -0.14
N -0.622 2.173 -1.691 -0.08
H -0.913 0.548 4.192 0.11
H 0.885 -0.980 4.987 0.13
H 2.610 -1.749 3.341 0.12
H 2.400 -1.027 0.990 0.10
H -1.498 5.336 -0.988 0.11
H -2.332 5.216 -3.338 0.12
H -2.109 3.052 -4.570 0.12
H -0.983 1.155 -3.440 0.09
N 2.513 1.450 -0.735 -0.04
H 2.687 1.727 0.228 0.06
H 2.492 2.291 -1.304 0.07
H 3.292 0.885 -1.062 0.08
C 1.245 0.246 -2.859 -0.30
H 1.682 1.115 -3.350 -0.02
H 0.926 -0.547 -3.525 -0.04
F -1.643 -5.760 1.277 0.13
C -1.142 -4.512 1.231 -0.24
C -1.811 -3.408 1.955 0.03
F -1.197 -2.530 2.740 0.11
C -1.846 -3.338 0.479 -0.34
F -3.017 -3.513 -0.169 0.10
C -0.772 -2.592 -0.225 -0.42
Se -1.127 -1.096 -1.352 0.83
C 0.422 -3.220 0.055 -0.26
F 1.625 -2.795 -0.326 0.09
C 0.271 -4.328 0.869 -0.09
F 1.249 -5.070 1.342 0.17
```

The value obtained for the HOMO energy (spin up / spin down) is -10.362 / -11.820 eV. The value obtained for the relative energy (zero: lowest compared OMol25 entry of this formula, charge and spin) is 3.3 kcal/mol. As for the net charge: +1. The value obtained for the electronic energy is -234761.9997 eV. The spin multiplicity is 6. The expectation value of S² is 8.7835.



ORCA calculation (the ωB97M-V functional and the def2-TZVPD basis) on C28H31Cl3MgO8S2Sb2 as an isolated structure.

The geometry in XYZ format:
```
75
Properties=species:S:1:pos:R:3:lowdin_charge:R:1
Mg 0.097 0.828 0.554 0.48
Cl 2.860 5.436 5.190 0.56
C 2.420 4.508 3.760 -0.68
C 2.406 5.127 2.527 -0.17
C 2.050 4.385 1.415 -0.57
Cl 2.047 5.180 -0.143 0.63
C 1.683 3.019 1.462 -0.42
O 1.355 2.371 0.401 -0.19
C 1.735 2.427 2.765 -0.18
C 1.377 0.968 2.952 -0.60
O 0.228 0.566 2.474 -0.21
C 2.089 3.166 3.877 -0.08
H 2.665 6.172 2.421 0.09
H 1.572 0.671 3.993 0.09
H 2.108 2.687 4.850 0.11
C -2.127 -4.974 -0.947 -0.38
Sb -0.948 -3.203 -0.435 1.40
C 0.896 -4.291 -0.524 -0.33
C -1.077 -2.425 -2.499 -0.31
C 0.037 -2.765 -3.445 -0.26
C 0.345 -4.106 -3.685 -0.08
C 1.399 -4.493 -4.494 -0.11
C 2.184 -3.520 -5.097 -0.11
C 1.845 -2.188 -4.935 -0.07
C 0.760 -1.786 -4.151 -0.26
C 0.352 -0.347 -4.203 -0.34
Sb 0.969 1.048 -2.641 1.46
C 2.997 0.396 -2.510 -0.30
C 1.324 2.583 -4.120 -0.35
H -3.149 -4.681 -1.197 -0.02
H -2.164 -5.642 -0.084 -0.02
H -1.697 -5.516 -1.792 -0.03
H 0.799 -5.191 -1.128 -0.01
H 1.157 -4.544 0.502 -0.01
H 1.694 -3.661 -0.918 0.00
H -1.217 -1.351 -2.385 0.01
H -2.020 -2.844 -2.862 0.05
H -0.260 -4.863 -3.203 0.08
H 1.617 -5.545 -4.638 0.09
H 3.036 -3.797 -5.706 0.09
H 2.420 -1.423 -5.447 0.10
H -0.737 -0.254 -4.242 0.05
H 0.739 0.086 -5.128 0.04
H 3.464 0.363 -3.496 0.00
H 3.025 -0.585 -2.037 -0.01
H 3.530 1.094 -1.864 0.01
H 2.059 2.232 -4.846 -0.01
H 1.695 3.485 -3.633 -0.01
H 0.392 2.823 -4.635 -0.01
O 3.268 -2.004 0.222 -0.40
S 2.151 -1.455 0.964 0.15
O 1.175 -0.799 0.022 -0.53
O 1.463 -2.377 1.841 -0.40
S 2.993 0.077 2.080 0.71
C -3.306 3.605 3.622 -0.03
C -3.078 2.135 3.808 -0.19
C -2.395 1.635 4.906 -0.07
C -2.096 0.286 4.989 -0.66
Cl -1.189 -0.297 6.366 0.62
C -2.450 -0.591 3.987 -0.10
C -3.157 -0.107 2.896 0.01
C -3.475 1.241 2.815 -0.24
O -4.185 1.773 1.757 -0.05
C -3.829 1.282 0.468 -0.09
C -2.313 1.321 0.253 -0.65
O -1.668 2.280 0.706 0.03
O -1.773 0.325 -0.313 -0.10
H -2.930 4.164 4.479 0.07
H -4.364 3.837 3.483 0.08
H -2.777 3.932 2.724 0.09
H -2.047 2.311 5.677 0.11
H -2.140 -1.625 4.028 0.11
H -3.404 -0.780 2.086 0.12
H -4.319 1.940 -0.250 0.13
H -4.190 0.263 0.310 0.12
```

The value obtained for the HOMO energy is -2.431 eV. The value obtained for the relative energy (zero: lowest compared OMol25 entry of this formula, charge and spin) is 13.5 kcal/mol. As for the net charge: -2. The value obtained for the electronic energy is -123683.7171 eV.



ORCA calculation (the ωB97M-V functional and the def2-TZVPD basis) on one molecule with the formula C9H11NO4 at a distorted geometry.

The geometry in XYZ format:
```
25
Properties=species:S:1:pos:R:3:lowdin_charge:R:1
C 1.349 0.659 -1.641 -0.12
C 1.233 0.472 -0.152 -0.25
C 0.077 0.646 -2.460 0.07
C 0.697 -0.470 -2.500 -0.11
C -1.614 1.008 2.326 -0.36
C 0.546 1.423 0.833 0.00
C -0.593 0.537 1.378 -0.10
C -2.652 0.129 3.019 0.02
C 1.122 -1.816 -2.936 -0.17
N -0.476 -0.689 1.049 -0.22
O -1.596 2.183 2.597 0.08
O 0.621 -0.823 0.150 0.00
O -1.034 -1.696 1.300 0.10
O 2.159 -2.307 -2.082 -0.01
H 2.284 1.071 -1.771 0.11
H 2.166 0.269 0.250 0.12
H -0.601 1.317 -2.946 0.10
H 1.105 1.777 1.683 0.12
H 0.116 2.262 0.300 0.12
H -3.507 0.732 3.415 0.11
H -2.156 -0.180 3.863 0.06
H -2.814 -0.715 2.444 0.04
H 1.323 -1.561 -3.954 0.13
H 0.267 -2.418 -2.843 0.11
H 1.977 -1.809 -1.321 0.03
```

The value obtained for the HOMO energy is -9.356 eV. The value obtained for the relative energy (zero: lowest compared OMol25 entry of this formula, charge and spin) is 190.1 kcal/mol. As for the net charge: 0. The value obtained for the electronic energy is -19184.0863 eV.



ORCA calculation (the ωB97M-V functional and the def2-TZVPD basis) on one molecule with the formula C4H10NOP at a distorted geometry.

The geometry in XYZ format:
```
17
Properties=species:S:1:pos:R:3:lowdin_charge:R:1
C -0.531 -2.359 -0.896 -0.41
C -0.461 0.271 1.403 -0.15
C 0.877 2.087 0.116 -0.14
C 0.332 0.654 0.230 -0.62
N 0.743 -2.283 -1.013 0.08
O -1.317 -1.300 -0.966 -0.38
P -0.553 0.130 -1.430 0.96
H -1.089 -3.271 -0.681 0.12
H -0.219 0.866 2.299 0.09
H -1.474 0.401 1.128 0.05
H -0.093 -0.698 1.576 0.06
H 0.640 2.623 1.060 0.07
H 0.350 2.649 -0.752 0.08
H 1.911 2.274 -0.104 0.05
H 1.265 0.018 0.252 0.09
H 1.422 -3.036 -0.977 0.06
H -1.802 0.974 -1.246 -0.02
```

The value obtained for the HOMO energy is -8.842 eV. The value obtained for the relative energy (zero: lowest compared OMol25 entry of this formula, charge and spin) is 38.7 kcal/mol. As for the net charge: 0. The value obtained for the electronic energy is -17135.2916 eV.



ORCA calculation (the ωB97M-V functional and the def2-TZVPD basis) on a 3-piece molecular cluster, C2H13N2O2 overall at a distorted geometry.

The geometry in XYZ format:
```
19
Properties=species:S:1:pos:R:3:lowdin_charge:R:1
C -1.163 -0.820 0.501 -0.23
N -1.340 0.406 1.276 0.04
C 0.222 -1.506 0.861 -0.12
N 1.340 -0.501 0.724 0.20
H -1.273 -0.809 -0.561 0.09
H -1.847 -1.534 0.668 0.08
H -0.717 1.150 0.932 0.03
H -2.274 0.661 1.446 0.07
H 0.492 -2.497 0.460 0.13
H 0.080 -1.923 1.892 0.14
H 2.242 -0.839 0.766 0.13
H 1.243 -0.041 -0.196 0.13
H 1.007 0.174 1.475 0.18
H -0.346 0.620 -2.538 0.06
H 0.800 -0.173 -3.196 0.01
O 0.516 0.207 -2.432 0.00
H 0.850 3.105 -0.429 0.13
H 0.079 1.930 -1.272 0.04
O 0.089 2.391 -0.378 -0.12
```

The value obtained for the HOMO energy is -13.291 eV. The value obtained for the relative energy (zero: lowest compared OMol25 entry of this formula, charge and spin) is 45.0 kcal/mol. As for the net charge: +1. The value obtained for the electronic energy is -9352.6818 eV.



ORCA calculation (the ωB97M-V functional and the def2-TZVPD basis) on one molecule with the formula C2H8N6 at a distorted geometry.

The geometry in XYZ format:
```
16
Properties=species:S:1:pos:R:3:lowdin_charge:R:1
C -0.772 0.707 0.705 -0.22
C 1.160 -0.514 0.025 -0.66
H -1.619 -0.598 -1.567 0.14
H -3.393 -0.072 -0.948 0.18
H -0.397 1.069 1.817 0.18
H 0.787 2.407 0.565 0.09
H -0.021 2.131 -0.806 0.09
H -0.509 -1.624 0.214 0.01
H 0.717 -2.543 -0.471 0.21
H 2.702 0.486 -0.347 0.06
N -2.321 -0.532 -0.651 -0.09
N -1.907 0.122 0.519 -0.08
N 0.367 0.482 -0.142 -0.16
N 0.859 1.876 -0.333 0.08
N 0.490 -1.719 0.422 0.07
N 2.428 -0.573 -0.221 0.09
```

The value obtained for the HOMO energy is -9.062 eV. The value obtained for the relative energy (zero: lowest compared OMol25 entry of this formula, charge and spin) is 117.8 kcal/mol. As for the net charge: 0. The value obtained for the electronic energy is -11138.9525 eV.



- Among the records above, which one has the lowest net charge?
  C28H31Cl3MgO8S2Sb2



- Among the records above, which one has the lowest electronic energy?
  C17H13F5IrN3Se3